[1]
The following is a quantum chemistry calculation of a cluster of 2 separate species, C2H10N3OP in total, from the Open Molecules 2025 dataset.

Output
energy = -663.0748 Eh
energy relative to the best compared isomer or geometry (same formula, charge and spin) = 162.21 kJ/mol
M = 123.1 g/mol

Geometry as ORCA input:
```
! wB97M-V def2-TZVPD RIJCOSX def2/J DEFGRID3
* xyz 0 1
C -1.14 1.88 -1.01
C 0.21 1.94 -2.91
N 1.07 -0.51 2.57
N 1.38 -3.00 1.85
N 0.07 2.20 -1.69
O -0.79 -1.95 1.58
P 0.76 -1.52 1.24
H -1.91 1.45 -1.65
H -0.88 1.17 -0.21
H -1.51 2.79 -0.53
H 1.14 2.20 -3.39
H -1.43 -1.25 1.41
H -0.56 1.48 -3.54
H 1.79 0.18 2.42
H 1.23 -1.02 3.44
H 2.35 -3.14 1.58
H 0.83 -3.78 1.51
*
```


[2]
The following is a quantum chemistry calculation of a structure of composition C40H46IrN8P2S3 at a distorted geometry, from the Open Molecules 2025 dataset.

Output
energy = -3970.2439 Eh
energy relative to the best compared isomer or geometry (same formula, charge and spin) = 104.53 kJ/mol
M = 989.2 g/mol

Geometry as ORCA input:
```
! wB97M-V def2-TZVPD RIJCOSX def2/J DEFGRID3
* xyz 4 2
Ir -0.91 0.00 0.06
C 3.09 -1.60 1.16
N 2.46 -1.09 -0.11
P 3.24 0.35 -0.61
C 4.98 0.18 -0.30
C 5.66 1.37 -0.04
C 7.05 1.37 0.05
C 7.74 0.18 -0.11
C 7.06 -1.01 -0.38
C 5.69 -1.02 -0.46
C 3.07 0.77 -2.34
C 3.71 -0.05 -3.29
C 3.79 0.37 -4.61
C 3.29 1.61 -4.98
C 2.68 2.44 -4.04
C 2.57 2.02 -2.72
P 0.80 -1.61 -0.39
C 0.65 -3.09 0.68
C 1.56 -4.13 0.41
C 1.49 -5.33 1.09
C 0.50 -5.53 2.05
C -0.43 -4.53 2.30
C -0.36 -3.33 1.61
C 0.80 -2.45 -1.98
C 1.97 -2.79 -2.64
C 1.92 -3.58 -3.78
C 0.70 -4.03 -4.26
C -0.48 -3.70 -3.59
C -0.43 -2.91 -2.45
H 3.78 -0.86 1.56
H 3.65 -2.51 0.97
H 2.34 -1.81 1.92
H 5.12 2.31 0.07
H 7.58 2.28 0.25
H 8.82 0.17 -0.04
H 7.62 -1.93 -0.52
H 5.17 -1.95 -0.68
H 4.15 -0.99 -3.00
H 4.28 -0.26 -5.34
H 3.40 1.95 -6.00
H 2.31 3.41 -4.33
H 2.12 2.68 -2.00
H 2.33 -4.01 -0.34
H 2.20 -6.11 0.87
H 0.44 -6.47 2.58
H -1.22 -4.69 3.02
H -1.16 -2.61 1.78
H 2.93 -2.45 -2.27
H 2.83 -3.85 -4.30
H 0.66 -4.65 -5.14
H -1.43 -4.06 -3.96
H -1.35 -2.65 -1.93
N -0.43 -0.43 2.10
N 0.36 0.55 2.75
C 0.79 1.63 2.08
N 1.50 2.54 2.74
S 0.43 1.86 0.43
H -1.29 -0.57 2.63
H 0.08 -1.32 2.13
H 0.56 0.40 3.73
H 1.73 2.46 3.72
H 1.80 3.38 2.26
C 0.20 0.53 -3.66
C -1.17 0.61 -3.11
N -1.58 0.61 -1.84
C -2.92 1.04 -1.77
C -3.52 1.22 -2.96
S -2.41 0.96 -4.22
C -3.44 1.39 -0.46
C -4.62 2.01 -0.18
S -4.68 2.37 1.48
C -3.15 1.69 1.73
N -2.61 1.20 0.62
C -2.58 1.76 3.11
H 0.94 0.45 -2.89
H 0.40 1.45 -4.22
H 0.30 -0.31 -4.35
H -4.53 1.56 -3.15
H -5.41 2.29 -0.85
H -3.37 1.93 3.83
H -1.88 2.59 3.19
H -2.08 0.84 3.41
N -2.34 -1.51 0.09
C -3.15 -2.33 -0.01
N -4.01 -3.28 -0.12
C -5.33 -3.22 0.57
C -6.43 -3.02 -0.46
C -6.36 -4.08 -1.56
C -4.98 -4.10 -2.22
C -3.89 -4.33 -1.18
H -5.29 -2.44 1.32
H -5.44 -4.18 1.08
H -6.34 -2.02 -0.89
H -7.39 -3.06 0.05
H -7.12 -3.88 -2.31
H -6.58 -5.06 -1.14
H -4.79 -3.16 -2.74
H -4.92 -4.90 -2.96
H -2.88 -4.29 -1.59
H -4.02 -5.28 -0.67
*
```


[3]
The following is a quantum chemistry calculation of a cluster of 2 separate species, C23H27Br2F16N2O6S in total at a distorted geometry, from the Open Molecules 2025 dataset.

Output
energy = -8597.2416 Eh
M = 923.3 g/mol

Geometry as ORCA input:
```
! wB97M-V def2-TZVPD RIJCOSX def2/J DEFGRID3
* xyz 1 1
C 1.69 3.21 0.73
C 0.84 2.06 0.08
O -0.10 1.65 0.69
O 1.13 1.54 -1.19
C 2.25 0.60 -1.14
C 1.95 -0.41 -2.31
C 1.15 -1.66 -1.85
C 1.86 -2.66 -0.83
C 2.83 -3.74 -1.46
C 2.58 -5.22 -1.00
C 3.08 -5.53 0.44
F 3.17 -4.39 1.25
Br 4.91 -6.29 0.43
C 2.14 -6.59 1.24
F 1.38 -5.93 2.18
F 1.33 -7.31 0.39
Br 3.28 -7.89 2.19
C 0.65 -3.12 0.10
C -0.73 -2.36 -0.26
N -1.03 -1.53 0.92
C -1.84 -2.07 1.69
O -2.71 -2.39 2.35
N -0.25 -1.40 -1.30
C -1.18 -0.88 -2.37
C -2.39 -1.82 -2.73
C -3.74 -1.31 -2.05
F -4.55 -2.43 -1.99
F -3.40 -0.84 -0.80
C -4.42 -0.24 -2.99
F -5.12 -0.97 -3.94
F -3.52 0.52 -3.69
C -5.55 0.65 -2.25
F -6.07 -0.16 -1.28
F -6.51 0.86 -3.21
C -4.96 2.01 -1.75
F -3.67 1.92 -1.29
F -4.88 2.82 -2.86
S -5.96 2.95 -0.46
F -4.57 3.68 0.05
F -5.71 1.83 0.69
F -7.36 2.31 -0.94
F -6.12 4.22 -1.48
F -6.79 3.81 0.63
H 1.11 3.80 1.46
H 2.01 3.90 -0.10
H 2.54 2.72 1.25
H 3.18 1.20 -1.34
H 2.35 0.10 -0.14
H 2.90 -0.71 -2.83
H 1.36 0.19 -3.06
H 0.90 -2.24 -2.78
H 2.53 -2.05 -0.17
H 2.75 -3.73 -2.59
H 3.89 -3.44 -1.24
H 3.16 -5.88 -1.70
H 1.50 -5.45 -1.18
H 0.54 -4.18 0.41
H 0.90 -2.61 1.08
H -1.41 -3.19 -0.55
H -0.09 -0.54 -0.73
H -0.61 -0.71 -3.33
H -1.53 0.14 -2.07
H -2.55 -1.73 -3.84
H -2.22 -2.91 -2.54
C 3.64 6.18 5.86
C 3.50 5.86 4.39
C 2.31 5.01 4.05
O 2.73 4.37 2.85
C 4.09 4.29 2.91
O 4.76 3.64 2.16
O 4.58 5.04 3.93
H 4.53 6.78 6.03
H 2.77 6.74 6.22
H 3.75 5.27 6.45
H 3.52 6.79 3.80
H 1.41 5.60 3.89
H 2.10 4.24 4.80
*
```


[4]
The following is a quantum chemistry calculation of a structure of composition C3H4GaLiO4 at a distorted geometry, from the Open Molecules 2025 dataset.

Output
energy = -2348.5294 Eh
energy relative to the best compared isomer or geometry (same formula, charge and spin) = 262.71 kJ/mol
M = 180.7 g/mol

Geometry as ORCA input:
```
! wB97M-V def2-TZVPD RIJCOSX def2/J DEFGRID3
* xyz 3 2
O -1.03 1.26 2.17
C -0.79 1.18 0.93
O -0.86 2.20 0.20
Ga -1.54 2.91 1.66
O -0.32 0.02 0.48
C 0.52 0.03 -0.77
C 0.70 -1.45 -0.96
H 1.41 0.66 -0.77
H -0.13 0.42 -1.56
H 0.74 -1.73 -2.03
H 1.82 -1.38 -0.57
Li -0.74 -1.69 1.42
O 0.21 -2.44 -0.20
*
```


[5]
The following is a quantum chemistry calculation of the ion C4H6NO2 with charge +1 at a distorted geometry, from the Open Molecules 2025 dataset.

Output
energy = -360.8243 Eh
energy relative to the best compared isomer or geometry (same formula, charge and spin) = 392.77 kJ/mol
M = 100.1 g/mol

Geometry as ORCA input:
```
! wB97M-V def2-TZVPD RIJCOSX def2/J DEFGRID3
* xyz 1 1
C 0.62 1.12 -0.01
C -0.31 0.19 -0.01
C 0.28 -1.19 -0.01
C -1.79 0.36 0.01
N 2.09 0.17 0.00
O 3.19 0.53 0.00
O 1.69 -1.07 0.01
H 0.77 2.18 -0.01
H -0.04 -1.78 0.86
H 0.00 -1.76 -0.91
H -2.10 1.06 -0.76
H -2.10 0.78 0.96
H -2.30 -0.59 -0.14
*
```


[6]
The following is a quantum chemistry calculation of a cluster of 2 separate species, C2H8OS2 in total at a distorted geometry, from the Open Molecules 2025 dataset.

Output
energy = -952.6045 Eh
energy relative to the best compared isomer or geometry (same formula, charge and spin) = 23.73 kJ/mol
M = 112.2 g/mol

Geometry as ORCA input:
```
! wB97M-V def2-TZVPD RIJCOSX def2/J DEFGRID3
* xyz 0 1
C 0.29 -0.96 1.80
S 1.69 0.06 1.08
S 1.46 0.21 -0.93
C 0.33 1.65 -1.11
H -0.60 -0.34 1.88
H 0.03 -1.77 1.12
H 0.75 -1.24 2.72
H -0.22 1.55 -2.04
H -0.32 1.72 -0.25
H 0.96 2.54 -1.11
H -2.15 -1.43 -1.30
H -0.66 -1.14 -1.01
O -1.56 -0.84 -0.85
*
```


[7]
The following is a quantum chemistry calculation of an isolated molecule of C5H8O at a distorted geometry, from the Open Molecules 2025 dataset.

Output
energy = -270.5160 Eh
energy relative to the best compared isomer or geometry (same formula, charge and spin) = 109.98 kJ/mol
M = 84.1 g/mol

Geometry as ORCA input:
```
! wB97M-V def2-TZVPD RIJCOSX def2/J DEFGRID3
* xyz 0 1
C -2.13 0.17 0.30
C -0.69 0.46 0.44
O -0.35 1.40 1.12
C 0.28 -0.42 -0.28
C 1.46 0.29 -0.89
C 1.65 -0.54 0.33
H -2.58 -0.04 -0.67
H -2.09 -0.83 0.87
H -2.70 1.02 0.68
H -0.12 -1.28 -0.81
H 1.49 1.37 -0.76
H 1.83 -0.08 -1.84
H 2.15 -1.50 0.24
H 1.80 -0.02 1.27
*
```


[8]
The following is a quantum chemistry calculation of a structure of composition C7H18BrI2IrOP2 at a distorted geometry, from the Open Molecules 2025 dataset.

Output
energy = -4308.0196 Eh
energy relative to the best compared isomer or geometry (same formula, charge and spin) = 138.33 kJ/mol
M = 706.1 g/mol

Geometry as ORCA input:
```
! wB97M-V def2-TZVPD RIJCOSX def2/J DEFGRID3
* xyz 3 6
I -0.02 -2.43 -4.91
I -0.02 2.49 -4.04
Ir 0.00 0.21 -0.05
P -2.33 0.04 0.06
C -3.15 -0.06 -1.60
C -2.78 -1.43 0.99
H -3.83 -1.36 1.12
H -3.88 1.47 0.98
H -2.25 -1.39 1.95
H -2.31 1.59 1.83
H -2.89 -0.98 -2.12
H -2.49 -2.32 0.42
C -2.83 1.56 0.87
H -4.21 -0.04 -1.36
H -2.54 2.40 0.24
H -2.87 0.81 -2.22
P 2.33 0.03 0.07
C 3.15 -0.07 -1.59
C 2.84 1.54 0.88
H 2.23 -1.40 1.95
H 3.82 -1.39 1.13
H 2.48 -2.33 0.43
C 2.77 -1.45 0.99
H 2.31 1.58 1.84
H 3.88 1.44 1.00
H 4.22 -0.06 -1.34
H 2.89 0.80 -2.21
H 2.56 2.38 0.26
H 2.89 -0.99 -2.11
C 0.02 -0.26 -1.82
O 0.03 -0.45 -2.99
Br -0.01 0.20 2.36
*
```


Q: Among the records above, which one has the highest energy?
A: C5H8O


Copy entry 8 word for word.
The following is a quantum chemistry calculation of a structure of composition C7H18BrI2IrOP2 at a distorted geometry, from the Open Molecules 2025 dataset.

Output
energy = -4308.0196 Eh
energy relative to the best compared isomer or geometry (same formula, charge and spin) = 138.33 kJ/mol
M = 706.1 g/mol

Geometry as ORCA input:
```
! wB97M-V def2-TZVPD RIJCOSX def2/J DEFGRID3
* xyz 3 6
I -0.02 -2.43 -4.91
I -0.02 2.49 -4.04
Ir 0.00 0.21 -0.05
P -2.33 0.04 0.06
C -3.15 -0.06 -1.60
C -2.78 -1.43 0.99
H -3.83 -1.36 1.12
H -3.88 1.47 0.98
H -2.25 -1.39 1.95
H -2.31 1.59 1.83
H -2.89 -0.98 -2.12
H -2.49 -2.32 0.42
C -2.83 1.56 0.87
H -4.21 -0.04 -1.36
H -2.54 2.40 0.24
H -2.87 0.81 -2.22
P 2.33 0.03 0.07
C 3.15 -0.07 -1.59
C 2.84 1.54 0.88
H 2.23 -1.40 1.95
H 3.82 -1.39 1.13
H 2.48 -2.33 0.43
C 2.77 -1.45 0.99
H 2.31 1.58 1.84
H 3.88 1.44 1.00
H 4.22 -0.06 -1.34
H 2.89 0.80 -2.21
H 2.56 2.38 0.26
H 2.89 -0.99 -2.11
C 0.02 -0.26 -1.82
O 0.03 -0.45 -2.99
Br -0.01 0.20 2.36
*
```